1.
This record from OMol25 describes 2 unconnected molecules or ions with the total composition CF3N at a distorted geometry. The level of theory is the ωB97M-V functional and the def2-TZVPD basis.

ORCA input file:
```
! RIJCOSX wB97M-V def2-TZVPD def2/J DEFGRID3
* xyz 0 1
C -1.0663 -0.2255 -0.0310
N 0.1538 -0.2538 0.0475
F -1.8616 0.7687 0.0262
F 2.3412 1.1795 0.0034
F 0.8963 -1.3402 0.0144
*
```

Kohn-Sham gap (alpha / beta): 10.4 / 6.7 eV

2.
This record from OMol25 describes 2 unconnected molecules or ions with the total composition C2H10NO at a distorted geometry. The level of theory is the ωB97M-V functional and the def2-TZVPD basis.

ORCA input file:
```
! RIJCOSX wB97M-V def2-TZVPD def2/J DEFGRID3
* xyz 1 1
C -2.4091 -0.0383 -0.3098
N -1.0136 -0.6434 -0.2671
H -0.3599 0.0468 -0.6183
H -0.6778 -0.8433 0.6676
H -0.9820 -1.4670 -0.8661
H -2.3673 1.0356 -0.3082
H -2.9473 -0.3508 0.5623
H -2.9136 -0.3744 -1.2089
C 2.1684 0.8838 0.1422
O 1.2554 -0.1629 0.4541
H 1.7478 -0.9192 0.7991
H 2.4769 1.3877 1.0397
H 3.0674 0.5105 -0.3907
H 1.6025 1.5848 -0.4660
*
```

Kohn-Sham gap: 11.5 eV

3.
This record from OMol25 describes a single C3H6N2O2 molecule. The level of theory is the ωB97M-V functional and the def2-TZVPD basis.

ORCA input file:
```
! RIJCOSX wB97M-V def2-TZVPD def2/J DEFGRID3
* xyz 0 1
H 1.3810 0.3897 -2.1172
N 1.5751 0.2555 -1.1279
C 0.4999 0.3768 -0.4755
N 0.4516 0.1805 0.9021
C 1.4924 -0.3275 1.6592
O 1.4369 -0.4010 2.8654
O -0.6933 0.7521 -1.0167
C -1.8085 -0.1152 -0.8167
H -0.3446 0.5279 1.4180
H 2.3457 -0.6565 1.0471
H -2.0821 -0.2098 0.2400
H -1.6109 -1.1117 -1.2277
H -2.6432 0.3392 -1.3502
*
```

Kohn-Sham gap: 10.8 eV
SMILES: [H]/N=C(/NC=O)OC

4.
This record from OMol25 describes a molecular structure, C10H31AsF6N9O6Tl at a distorted geometry. The level of theory is the ωB97M-V functional and the def2-TZVPD basis.

ORCA input file:
```
! RIJCOSX wB97M-V def2-TZVPD def2/J DEFGRID3
* xyz 2 1
Tl 0.5609 -18.2250 24.1992
As -3.3529 -19.8479 22.8516
F -2.3177 -21.1256 23.6111
F -2.7515 -20.1125 21.1943
F -4.1988 -18.3806 22.1501
F -4.0124 -19.4325 24.4414
F -2.0080 -18.6950 23.1484
F -4.7826 -20.9096 22.6814
C 3.9812 -19.9960 25.6199
O 2.5899 -20.3344 25.4251
C 2.1778 -21.5179 26.1267
C 0.8458 -22.0419 25.4462
N -0.2669 -21.0674 25.5774
C -0.6957 -20.7832 26.9634
C -1.7339 -19.6879 27.1377
O -1.4290 -18.5668 26.2839
C -2.3010 -17.4709 26.5887
H 4.5439 -20.6372 24.9415
H 4.2687 -20.2422 26.6421
H 4.0984 -18.9264 25.4459
H 2.0446 -21.2726 27.1804
H 2.7996 -22.4063 26.0163
H 0.5504 -23.0111 25.8480
H 1.1359 -22.2056 24.4083
H -1.0083 -21.3459 24.9506
H 0.1928 -20.4230 27.4819
H -0.9904 -21.6870 27.4965
H -1.8655 -19.2921 28.1447
H -2.6509 -20.1682 26.7963
H -3.3084 -17.6540 26.2147
H -2.0803 -16.6017 25.9690
H -2.4042 -17.0695 27.5968
C -1.8508 -15.2688 22.8773
O -1.0958 -16.0870 23.2572
N -1.4765 -14.0809 22.4969
N -3.0955 -15.4983 22.6642
H -0.5337 -13.7396 22.6187
H -2.2196 -13.4183 22.3272
H -3.3492 -16.4735 22.5951
H -3.7819 -14.8465 22.3119
C 3.8663 -16.0885 25.2771
O 3.0436 -16.9752 25.2458
N 5.0375 -16.1153 24.7268
N 3.8509 -15.0880 26.1120
H 5.2233 -16.8144 24.0218
H 5.7304 -15.4416 25.0203
H 4.6819 -14.5294 26.2445
H 2.9567 -14.8954 26.5403
C 3.7129 -18.9957 21.8741
O 3.1668 -18.6847 22.8761
N 4.0168 -18.1050 20.9022
N 4.0589 -20.2306 21.4597
H 3.6690 -17.1766 21.0947
H 4.5926 -18.4883 20.1662
H 4.6610 -20.3797 20.6626
H 3.8424 -21.0362 22.0291
C -0.0935 -18.1329 20.1361
O 0.0491 -18.1769 21.3618
N -0.7441 -18.7963 19.2954
N 0.4739 -17.2057 19.4182
H -1.3674 -19.5184 19.6274
H -0.6792 -18.5258 18.3245
H 0.3167 -17.1138 18.4248
H 0.9458 -16.4552 19.9023
*
```

Kohn-Sham gap: 3.0 eV

5.
This record from OMol25 describes a molecular structure, C4H9N3O at a distorted geometry. The level of theory is the ωB97M-V functional and the def2-TZVPD basis.

ORCA input file:
```
! RIJCOSX wB97M-V def2-TZVPD def2/J DEFGRID3
* xyz 0 1
C 0.0287 -0.5826 1.6021
C -1.1331 0.6749 -1.8106
N -0.2665 0.0876 -0.7756
C -0.9472 -0.2748 0.4949
N 0.5596 -0.9383 -1.3625
C 0.9772 0.5717 1.4828
N 2.1899 0.5018 1.8959
O -2.1373 -0.0669 0.6508
H 1.4215 -0.9856 -0.8146
H 0.0925 -1.8398 -1.2631
H 2.6277 1.4305 1.8751
H -0.5067 -0.5188 2.5539
H 0.5119 -1.5600 1.4592
H 0.6540 1.1094 0.2082
H -0.5476 0.8956 -2.7043
H -1.6322 1.5508 -1.3955
H -1.8922 -0.0556 -2.0968
*
```

Kohn-Sham gap: 9.2 eV

6.
This record from OMol25 describes 2 unconnected molecules or ions with the total composition C23H28N3 at a distorted geometry. The level of theory is the ωB97M-V functional and the def2-TZVPD basis.

ORCA input file:
```
! RIJCOSX wB97M-V def2-TZVPD def2/J DEFGRID3
* xyz 1 1
C 2.5196 -2.7598 1.5354
C 2.1560 -1.3314 1.4548
N 3.0996 -0.3578 1.5684
C 4.5243 -0.5986 1.7056
C 2.5047 0.9092 1.4626
C 1.1251 0.7152 1.2344
C 0.3092 1.8067 0.8794
C 0.9199 3.0629 0.8156
C 2.2994 3.2262 1.0309
C 3.1225 2.1421 1.3614
C 0.8998 -0.7022 1.1383
C -0.2542 -1.2386 0.4794
C -1.5715 -0.9938 1.0501
C -1.8141 -0.1256 2.1666
C -3.0945 0.4145 2.3712
C -4.1760 0.0459 1.5622
C -5.4815 0.7862 1.6568
C -3.9774 -0.9639 0.6115
C -2.7197 -1.5209 0.4050
H 1.5995 -3.3435 1.5863
H 3.0727 -3.0590 0.6375
H 3.1447 -3.0204 2.3988
H 5.0306 0.3702 1.7491
H 4.7174 -1.1594 2.6288
H 4.9426 -1.1630 0.8558
H -0.7329 1.6348 0.6546
H 0.2932 3.9303 0.5777
H 2.7274 4.2248 0.9697
H 4.1863 2.2291 1.5717
H -0.1019 -2.2251 0.0202
H -1.0100 0.1995 2.8223
H -3.2426 1.1872 3.1298
H -6.2066 0.3585 0.9636
H -5.8712 0.6903 2.6724
H -5.4036 1.8607 1.4423
H -4.8093 -1.2552 -0.0220
H -2.5799 -2.2826 -0.3590
C 1.9777 -1.2819 -1.9448
C 0.7038 -0.5690 -2.3150
N -0.3195 -0.5507 -1.5097
C -1.3925 0.3283 -1.9827
C -1.6155 0.3199 -3.4647
C -0.3474 0.6798 -4.2197
N 0.7401 0.0487 -3.5148
H 2.5301 -1.6312 -2.8310
H 2.6297 -0.5732 -1.4064
H 1.7482 -2.1460 -1.3084
H -2.2892 -0.0140 -1.4869
H -1.1851 1.3581 -1.6769
H -1.9275 -0.6759 -3.7814
H -2.3949 1.0245 -3.7565
H -0.3686 0.3404 -5.2706
H -0.2276 1.7782 -4.2571
H 1.5907 -0.1296 -4.0628
*
```

Kohn-Sham gap: 7.1 eV

7.
This record from OMol25 describes a single C4H4O2 molecule at a distorted geometry. The level of theory is the ωB97M-V functional and the def2-TZVPD basis.

ORCA input file:
```
! RIJCOSX wB97M-V def2-TZVPD def2/J DEFGRID3
* xyz 0 1
O -1.5731 1.2199 -1.4847
C -0.8301 0.5454 -0.8294
C -0.8407 -0.6324 0.3521
C 0.6633 -0.6559 0.5687
C 1.3774 0.3653 -0.0815
O 0.4957 1.1636 -0.7563
H -1.4129 -0.1345 1.1228
H -1.3829 -1.3604 -0.0855
H 1.2305 -1.2578 1.2908
H 2.2727 0.7468 -0.0969
*
```

Kohn-Sham gap: 9.8 eV
SMILES: O=C1CC=CO1

8.
This record from OMol25 describes a single C14H17N3O3S molecule at a distorted geometry. The level of theory is the ωB97M-V functional and the def2-TZVPD basis.

ORCA input file:
```
! RIJCOSX wB97M-V def2-TZVPD def2/J DEFGRID3
* xyz 0 1
N 0.4365 3.0413 -0.9188
C -0.0345 1.7045 -0.5868
C 0.8962 1.1192 0.5038
C 2.3106 0.9383 0.1558
C 3.2231 1.8490 -0.2877
N 4.4626 1.2002 -0.4220
C 4.2931 -0.1389 -0.0903
C 5.2109 -1.1331 -0.1903
C 4.8674 -2.4012 0.2844
C 3.5403 -2.6292 0.7022
C 2.5590 -1.6143 0.6912
C 2.9688 -0.3689 0.2869
C -1.4783 1.5341 -0.1616
O -2.0451 2.4004 0.5229
N -2.1382 0.4069 -0.5476
C -3.5863 0.1668 -0.2279
C -4.1589 -0.8610 -1.1748
S -3.1295 -2.2621 -1.5061
C -3.7153 -0.2687 1.2178
O -4.2325 -1.3266 1.5565
O -3.2218 0.5852 2.1454
H 0.1618 3.6427 -0.0840
H -0.1472 3.3719 -1.6554
H 0.1007 1.0771 -1.4988
H 0.3985 0.2897 0.9038
H 0.8206 1.9189 1.2650
H 3.0321 2.8742 -0.5979
H 5.1646 1.5742 -1.0218
H 6.2587 -1.0317 -0.4232
H 5.6777 -3.1274 0.3658
H 3.3681 -3.6439 1.0642
H 1.5448 -1.8296 1.0125
H -1.5771 -0.3878 -0.8523
H -4.0141 1.1786 -0.2990
H -5.1298 -1.2373 -0.7443
H -4.3975 -0.4254 -2.1497
H -2.9291 -2.6504 -0.2265
H -2.9692 1.4096 1.7235
*
```

Kohn-Sham gap: 8.4 eV
SMILES: N[C@@H](Cc1c[nH]c2ccccc12)C(=O)N[C@@H](CS)C(=O)O

It is found that the M values, taken in the order of the records, are 83.012; 64.108; 102.093; 766.708; 115.136; 346.498; 84.074; 307.375 g/mol.